C4H11NOPS | the ωB97M-V functional and the def2-TZVPD basis

For the gap between HOMO and LUMO, the calculation gives 0.2560 Eh. Its charge is +1. The HOMO energy comes out at -11.6 eV. The calculation puts the total energy at -27978.6486 eV. The energy above the lowest of the compared OMol25 structures with the same formula, charge and spin is 1.8325 eV. The value obtained for the strongest force on any atom is 4.130 eV Å⁻¹.

```
19
Properties=species:S:1:pos:R:3:forces:R:3
P -0.795535 -1.762064 1.481206 -0.4 0.2 0.5
H 2.296267 0.639717 -0.509643 -0.4 0.9 -2.7
H -0.560703 -3.103342 1.190304 -0.1 -0.3 -1.0
H 3.305181 -0.224032 0.499813 0.6 -0.8 0.3
H -1.605251 -0.192389 -2.560985 0.8 -0.4 -1.1
C -1.694506 0.151176 -1.570750 -0.5 0.9 0.6
N 1.306725 -0.172659 1.013115 -2.6 -2.3 -2.2
H -3.301983 -1.010341 -1.361016 0.6 0.3 -0.3
S -1.408469 2.205618 0.225331 -1.1 -0.2 2.6
H -0.312521 1.675404 -1.765255 0.0 -0.3 -0.2
C 0.452565 -0.986006 0.407568 1.5 0.5 0.1
H 1.054983 0.115991 1.915049 -0.3 0.2 1.7
H 0.546347 -1.226378 -0.678530 0.4 0.4 1.1
H 0.266635 -1.968678 2.361807 -0.1 0.3 0.9
C 2.458934 0.420847 0.473564 0.8 -0.5 0.5
H 2.679305 1.272002 1.032767 0.4 1.5 0.7
C -1.050371 1.235527 -1.103347 0.6 -0.5 -2.4
O -2.673644 -0.449990 -0.882297 -0.7 -0.3 1.4
H -0.963959 3.379597 -0.168702 0.4 0.4 -0.6
```
Forces are in eV/Å.

Here are the Mulliken charges for atoms 1 to 5, given in e:
1 P -0.11
2 H 0.36
3 H 0.13
4 H 0.37
5 H 0.45



C4H12 | the ωB97M-V functional and the def2-TZVPD basis

The SMILES is CC.CC. For the gap between HOMO and LUMO, the calculation gives 0.4672 Eh. Its charge is 0. The HOMO energy comes out at -11.6 eV. The calculation puts the total energy at -4342.1100 eV. The energy above the lowest of the compared OMol25 structures with the same formula, charge and spin is 0.4182 eV. The value obtained for the strongest force on any atom is 1.898 eV Å⁻¹.

```
16
Properties=species:S:1:pos:R:3:forces:R:3
H -2.065824 -0.227706 0.570861 0.2 0.5 0.5
H -3.254959 1.027872 0.186093 -0.2 -0.4 -0.1
C 3.043370 0.169739 0.563588 -1.0 -0.5 -1.5
H -1.773708 -1.057752 -1.449459 -0.3 -0.3 0.3
H 3.871373 -0.525656 0.572997 0.3 0.1 0.0
H -2.059187 0.253963 -2.394082 -0.5 0.9 0.1
C 1.761765 -0.507890 1.017452 -0.4 0.4 1.3
C -2.440647 -0.191018 -1.475376 0.5 -0.4 0.0
H 1.487170 -1.451379 0.553783 0.3 0.0 -0.3
H 1.839996 -0.686647 2.090287 0.1 -0.4 0.1
H -3.464040 -0.532381 -1.595674 0.0 -0.2 -0.4
H -1.657990 1.409340 -0.152536 0.7 -0.3 0.1
C -2.324933 0.554713 -0.137377 -0.4 0.2 -0.5
H 2.899016 0.563549 -0.448203 0.3 -0.3 -0.2
H 0.891450 0.152694 0.981142 0.1 0.1 -0.4
H 3.247153 1.048557 1.116506 0.4 0.7 1.0
```
Forces are in eV/Å.

Here are the Mulliken charges for atoms 1 to 5, given in e:
1 H 0.20
2 H 0.35
3 C -0.87
4 H 0.25
5 H 0.28



C5H39N2O13 | the ωB97M-V functional and the def2-TZVPD basis

For the gap between HOMO and LUMO, the calculation gives 0.3246 Eh. Its charge is +1. The HOMO energy comes out at -11.0 eV. The calculation puts the total energy at -35409.8485 eV. The energy above the lowest of the compared OMol25 structures with the same formula, charge and spin is 3.5448 eV. The value obtained for the strongest force on any atom is 2.199 eV Å⁻¹.

```
59
Properties=species:S:1:pos:R:3:forces:R:3
H -2.998413 -1.680530 0.739262 0.5 0.2 -0.4
H 4.980362 -1.100958 -0.390395 -0.1 -0.3 0.2
H 0.415817 3.427960 3.480822 -0.4 0.1 0.0
H 0.514868 -0.443557 2.590940 0.1 0.2 0.0
O 2.251503 0.851876 -0.534735 -0.3 0.5 -0.1
H -1.553091 5.074933 -2.145660 0.3 0.2 0.0
H 0.347939 2.787353 -2.525582 -0.1 0.0 0.0
H -0.731922 -5.079158 -0.728835 -0.3 0.1 0.1
H 3.339100 -0.524655 -2.153700 -0.4 -0.4 0.1
H -0.385502 1.029128 1.994665 0.3 -0.3 -0.3
H -4.034623 -1.619587 -0.460139 -0.2 0.2 -0.1
H -4.576907 -1.833697 -1.854078 -0.2 0.1 -0.1
H -2.720584 2.986198 -0.000084 0.0 -0.1 -0.1
O 2.723314 -0.835355 -2.843244 0.7 0.5 -0.4
N -1.128506 -0.897554 1.391290 0.4 -0.1 -1.4
H 1.572829 3.781098 0.514334 -0.6 0.3 0.4
H -1.526993 3.833930 -0.544974 -0.3 -0.2 -0.6
H 3.709868 -1.519182 0.426243 0.3 0.3 0.0
H -1.127122 3.611723 3.272563 0.1 0.0 0.3
H -2.708668 -1.839668 2.371080 0.1 0.3 0.3
H 3.304288 -2.291741 3.023582 -0.2 0.0 0.0
H 2.724668 -0.956635 2.485313 0.1 -0.2 0.1
H -1.686776 -3.279591 0.359409 0.3 0.0 -0.2
N 0.582649 -1.935487 -1.812004 1.3 -0.3 -0.1
H 0.078418 -3.242084 4.342354 0.1 0.1 0.0
O -0.921506 0.973545 -2.522111 -0.2 0.5 -0.4
O 0.913208 3.562132 -2.387138 0.5 -0.6 -1.0
H -1.442753 0.955462 -3.334470 0.1 -0.1 -0.1
H 1.603565 -2.045382 -1.744643 -0.1 0.3 0.5
H 0.562624 -2.386883 0.265762 0.1 0.0 -0.4
C -0.647948 -0.674653 0.025217 1.4 -0.5 0.9
H -0.010187 4.833697 -1.883265 -0.9 0.0 0.3
H 0.390297 -2.727733 -2.431698 -0.7 0.3 -0.1
H 2.777263 -0.139383 -3.508026 -0.1 -0.2 -0.1
H 1.845106 1.706363 -0.275180 0.0 -0.3 0.1
C -1.215128 -3.104767 -0.614309 0.6 -0.6 -0.5
H 1.697037 3.168330 -1.992551 0.0 0.2 0.1
O 3.222915 -1.744790 2.237884 0.0 0.2 -0.3
H 0.094538 3.151343 0.572028 0.1 0.4 0.4
H 0.556535 -1.012456 -2.259861 -0.6 -0.1 -0.1
O -0.856211 5.171101 -1.484021 0.2 0.4 0.1
O 4.022166 -1.005148 -0.341665 0.4 -0.2 -0.3
H -1.419126 1.620960 -1.985548 0.1 -0.1 0.4
H -1.299608 -0.083378 -0.600991 -0.4 -0.4 -0.3
H -3.143119 -0.239853 1.761444 0.0 0.1 -0.2
C -0.122835 -2.032319 -0.509774 -2.0 0.2 0.9
H -1.057782 0.082458 3.231251 0.2 -0.4 0.1
H 3.207116 0.950369 -0.477868 -0.1 -0.2 0.3
O 0.502447 -3.275369 3.476668 -0.1 -0.1 0.1
O -4.325242 -1.135968 -1.239718 0.1 -0.2 -0.1
O -0.476066 -4.232286 -1.100073 0.2 -0.3 0.0
O 0.984901 3.082308 0.218697 0.6 -0.5 -0.2
C -0.454511 -0.022896 2.322188 -1.0 0.5 0.8
H 0.160493 -4.090206 3.090526 0.1 0.1 0.0
O -1.999664 2.967256 -0.639029 0.2 0.0 0.6
O -0.276068 3.601827 2.828887 0.2 -0.1 -0.3
H 0.296083 -0.127984 0.119636 -0.3 0.4 -0.1
H -1.995149 -2.918694 -1.365311 0.1 0.5 0.2
C -2.539893 -1.131761 1.548622 -0.3 -0.2 1.3
```
Forces are in eV/Å.

Here are the Mulliken charges for atoms 1 to 5, given in e:
1 H -0.24
2 H 0.25
3 H 0.29
4 H -0.12
5 O -0.41



C30H39CsN9OSSe3 | the ωB97M-V functional and the def2-TZVPD basis

For the gap between HOMO and LUMO, the calculation gives 0.2015 Eh. Its charge is -1. The HOMO energy comes out at -3.7 eV. The calculation puts the total energy at -254625.7263 eV. The energy above the lowest of the compared OMol25 structures with the same formula, charge and spin is 0.0000 eV. The value obtained for the strongest force on any atom is 0.269 eV Å⁻¹.

```
84
Properties=species:S:1:pos:R:3:forces:R:3
C 0.990820 1.400222 5.157686 0.0 0.0 0.0
H 3.420725 3.617029 1.369188 0.0 0.0 0.0
C -3.578679 0.937862 1.275636 0.0 0.0 0.0
C -3.599713 2.288153 -4.720706 0.0 0.0 0.0
C 3.705551 -2.660324 -1.042599 0.0 0.0 0.1
H -2.823436 -5.026433 0.739780 0.0 0.0 0.0
C -3.182106 3.588600 -4.434636 0.0 0.0 0.0
C -0.102656 3.041086 -2.400236 0.2 -0.1 0.1
C -0.162090 3.314888 4.065801 0.0 0.0 0.0
H -4.478824 2.126383 -5.336927 0.0 0.0 0.0
N 0.548270 4.231983 4.655240 0.0 0.0 -0.1
H -2.818346 -3.717692 2.806240 0.0 0.0 0.0
C -0.844097 0.977194 3.666318 0.0 0.0 0.0
Se 2.053678 -2.401246 -2.058151 0.0 0.0 0.0
N -2.692772 0.538346 2.177712 -0.1 0.0 0.0
H -0.605612 -4.824324 2.131095 0.0 0.0 0.0
N -1.200259 5.061571 2.909381 0.1 0.0 -0.1
H -1.673357 4.746377 -3.464212 0.0 0.0 0.0
N 1.709352 2.996887 -1.115911 0.0 -0.1 0.0
C -2.009555 2.817821 2.428171 0.0 0.0 0.0
C -1.732218 1.323640 -3.423264 0.0 0.0 0.1
H 2.995633 -0.247154 -2.997287 0.0 0.0 0.0
C -4.183230 -1.573836 -1.858477 0.0 0.0 0.0
C -2.382996 -4.173476 0.187497 0.0 0.0 0.0
Se 0.054175 5.799386 3.948061 0.0 0.0 0.1
Cs -0.575468 -0.298228 -0.219791 -0.1 -0.1 -0.1
H 0.206012 -4.152452 0.691535 0.0 0.0 0.0
Se 2.664323 -1.528703 1.461139 0.0 0.0 0.0
H -3.348144 -2.314971 1.843052 0.0 0.0 0.0
H -4.429098 2.519275 0.089043 0.0 0.0 0.0
H -4.734022 -2.163112 -2.614217 0.0 0.0 0.0
H -4.886945 -1.306763 -1.066247 0.0 0.0 0.0
C -0.011744 1.887127 4.324294 0.0 0.0 0.0
C -2.898186 1.204437 -4.245551 0.0 -0.1 0.0
H 4.467562 -3.191048 0.905211 0.0 0.0 0.0
N -0.695468 -0.346090 3.805248 0.0 0.1 0.0
H 4.241825 -3.486726 -1.512357 0.0 0.0 0.0
H 2.287699 0.038386 -1.381099 0.0 0.0 0.0
C 2.096913 2.793498 0.098488 -0.2 0.2 0.0
H -1.670119 -4.598777 -0.521875 0.0 0.0 0.0
C -1.315175 2.671773 -3.137891 0.0 0.0 0.0
H 4.304466 -1.761975 -1.188936 0.0 0.0 0.0
H 1.649745 2.101858 5.651507 0.0 0.0 0.0
H 1.914942 -0.386352 5.917328 0.0 0.0 0.0
H -2.983468 4.257779 1.185888 0.0 0.0 0.0
N -3.061980 -2.303743 -1.300095 0.0 0.0 0.0
C 2.165388 -0.475024 -2.333686 0.0 0.0 0.0
C 0.267461 -0.789908 4.593728 0.0 0.0 0.0
H 3.629454 4.049171 -0.254839 0.0 0.0 0.0
H -3.961892 -4.222380 -1.253085 0.0 0.0 0.0
N -1.656840 -3.292073 1.080423 0.0 0.0 0.0
H 4.147181 0.087993 0.180233 0.0 0.0 0.0
C 4.061567 -0.202701 1.224807 0.0 0.0 0.0
H 0.303904 4.025805 -2.659512 0.0 0.0 0.0
H 5.008522 -0.587325 1.601249 0.0 0.0 0.0
H 0.366169 -1.868811 4.664661 0.0 0.0 0.0
S 1.287493 2.011850 1.427247 0.1 0.1 0.0
C -3.505025 -3.476666 -0.573427 0.0 0.0 0.0
H -3.824835 -0.660396 -2.334177 0.0 0.0 0.0
H -3.207270 0.195643 -4.499056 0.0 0.0 0.0
H -1.847723 -1.739061 -2.901897 0.0 0.0 0.0
C 1.135526 0.039050 5.300091 0.0 0.0 0.0
C -1.901730 1.457177 2.739133 0.1 0.0 0.0
H 2.859054 -3.827379 0.569888 0.0 0.0 0.0
H -3.718013 4.447258 -4.817548 0.0 0.0 0.0
H 1.224189 -0.155784 -2.786119 0.0 0.0 0.0
N 3.354693 3.333213 0.404189 0.1 0.0 0.0
H 3.738360 0.672152 1.785460 0.0 0.0 0.0
C -3.725589 2.260486 0.868263 0.0 0.0 0.0
C -2.107863 -2.641165 -2.344429 0.0 0.0 0.0
C -0.429131 -3.903286 1.545057 0.0 0.0 0.0
H -1.913401 -2.168529 2.826868 0.0 0.0 0.0
C -2.474286 -2.858768 2.199377 0.0 0.0 0.0
H -2.518561 -3.399959 -3.035819 0.0 0.0 0.0
C 3.506949 -2.959456 0.438756 0.0 0.0 -0.1
H -4.291216 -3.170534 0.121240 0.0 0.0 0.0
H -4.186225 0.157373 0.826975 0.0 0.0 0.0
N 0.525993 2.366639 -1.510956 -0.1 0.1 -0.2
H -1.190729 -3.040190 -1.908448 0.0 0.0 0.0
O -1.123635 0.284127 -3.001132 0.0 0.0 0.0
C -1.136231 3.775860 3.098559 0.0 0.0 0.0
C -2.038934 3.743962 -3.670034 0.0 0.0 0.0
C -2.929738 3.214113 1.465194 0.0 0.0 0.0
H 0.112127 -3.196733 2.176696 0.0 0.0 0.0
```
Forces are in eV/Å.

Here are the Mulliken charges for atoms 1 to 5, given in e:
1 C -0.65
2 H 0.28
3 C -0.09
4 C -0.47
5 C -0.95



- Which formula does entry 3 have?
  C5H39N2O13